[1]
Entry from the Open Molecules 2025 dataset: 2 unconnected molecules or ions with the total composition Cl3H5Si3 (wB97M-V/def2-TZVPD).

The value obtained for the energy relative to the best compared isomer or geometry (same formula, charge and spin) is 2.676 eV. For the HOMO energy, the calculation gives -8.80 eV. The calculation puts the frontier orbital gap at 8.00 eV. As for the LUMO energy: -0.808 eV.

```
! wB97M-V def2-TZVPD RIJCOSX def2/J DEFGRID3
* xyz 0 1
Si -1.49793 0.98641 -0.21897
Si 4.74625 -1.56914 -0.78006
Si -1.64999 -1.17315 0.64342
Cl 5.52577 -0.34622 0.57850
Cl -3.43314 -2.12883 -0.08772
Cl -0.10225 -2.44172 0.02828
H -0.35281 1.47348 0.45563
H -2.53400 2.10597 -0.24592
H -1.17236 0.79609 -1.56043
H 5.37375 -2.71475 -0.35362
H -1.93717 -1.18441 2.00761
*
```

natural (NBO) population analysis, charges in e, atoms 1 to 5: 0.39, 0.75, 0.91, -0.43, -0.41

=====

[2]
Entry from the Open Molecules 2025 dataset: 2 unconnected molecules or ions with the total composition C2H11N2O (wB97M-V/def2-TZVPD).

The value obtained for the energy relative to the best compared isomer or geometry (same formula, charge and spin) is 2.442 eV. For the HOMO energy (alpha / beta), the calculation gives -19.56 / -19.56 eV. The calculation puts the frontier orbital gap (alpha / beta) at 11.76 / 5.59 eV. The expectation value of S² is 0.754. As for the LUMO energy (alpha / beta): -7.798 / -13.973 eV.

```
! wB97M-V def2-TZVPD RIJCOSX def2/J DEFGRID3
* xyz 2 2
N 0.94746 0.06464 0.85642
C -0.13896 -0.50792 -0.01199
C -1.48002 -0.25914 0.42569
N -1.87890 1.14816 0.62925
H 1.48135 -0.68696 1.26892
H 0.46850 0.70345 1.54018
H 1.49076 0.70809 0.30951
H 0.20526 -1.53523 -0.32164
H 0.02163 -0.16330 -1.05029
H -1.48504 -0.70463 1.50443
H -2.13669 -0.64574 -0.32007
H -1.86895 1.89594 -0.08401
H -2.76489 0.93347 0.86319
H 3.02646 0.02144 -2.21335
H 1.88074 -0.90340 -1.82362
O 2.23128 -0.06886 -1.57262
*
```

natural (NBO) population analysis, charges in e, atoms 1 to 5: -0.66, -0.31, -0.32, -0.19, 0.48

=====

[3]
Entry from the Open Molecules 2025 dataset: 5 unconnected molecules or ions with the total composition CH9O6 (wB97M-V/def2-TZVPD).

The value obtained for the energy relative to the best compared isomer or geometry (same formula, charge and spin) is 0.876 eV. For the HOMO energy, the calculation gives -5.60 eV. The calculation puts the frontier orbital gap at 9.04 eV. As for the LUMO energy: 3.449 eV.

```
! wB97M-V def2-TZVPD RIJCOSX def2/J DEFGRID3
* xyz -1 1
O -1.76980 -1.06518 -1.49654
C -1.96263 -1.93267 -0.58473
O -1.21635 -2.87445 -0.27416
H -2.98033 -1.85246 0.01481
H 4.41955 1.91792 1.73695
H 3.52830 1.77739 2.89457
O 4.48495 1.87737 2.69421
H -3.37877 1.28088 -2.75251
H -3.10729 -0.11758 -1.90155
O -3.81145 0.59653 -2.11661
H 0.56136 -1.43031 0.00451
H -0.12322 -0.56708 -1.09699
O 0.75023 -0.63211 -0.48380
H 1.70172 1.73409 0.89065
H 1.17388 0.33419 1.02876
O 1.72986 0.95348 1.44242
*
```

natural (NBO) population analysis, charges in e, atoms 1 to 5: -0.83, 0.65, -0.74, 0.03, 0.47

=====

[4]
Entry from the Open Molecules 2025 dataset: C23H32N4O4S in the gas phase (wB97M-V/def2-TZVPD).

The value obtained for the energy relative to the best compared isomer or geometry (same formula, charge and spin) is 21.979 eV. For the HOMO energy, the calculation gives -7.32 eV. The calculation puts the frontier orbital gap at 6.94 eV. As for the LUMO energy: -0.384 eV. Its structure (SMILES) is CCCCn1c(SCC(=O)NC[C@@H]2CCCO2)nc2ccc(N3CCOCC3)cc2c1=O.

```
! wB97M-V def2-TZVPD RIJCOSX def2/J DEFGRID3
* xyz 0 1
C -2.22205 -1.38327 2.50295
C -2.35074 -2.87959 2.16962
C -3.06187 -3.06088 0.81974
C -2.21393 -3.46530 -0.34504
N -1.37626 -2.49663 -0.81228
C -1.88720 -1.38664 -1.40209
N -1.19652 -0.44004 -1.68511
C 0.16027 -0.20534 -1.52595
C 0.92750 0.88613 -1.85885
C 2.30765 0.91759 -1.30806
C 2.77348 0.19272 -0.42619
C 1.92339 -0.99085 -0.18959
C 0.74989 -1.38740 -0.67457
C -0.06621 -2.26417 -0.14245
O 0.29595 -3.30473 0.35983
H 2.30263 -1.88924 0.70972
N 4.13659 -0.04009 0.14463
C 4.87755 1.24136 -0.07172
H 4.39985 2.29412 -0.29235
C 5.75017 1.15135 -1.28803
H 6.40826 1.94440 -1.64231
O 6.48194 0.06027 -1.11067
C 5.82513 -1.07797 -0.96834
C 4.89617 -0.98965 0.40508
H 4.37253 -1.77389 0.13517
H 5.68679 -0.86401 1.09363
H 6.55420 -2.19450 -0.90833
H 5.21745 -1.23620 -1.92166
H 5.05516 0.95755 -2.17984
H 5.61328 1.37295 0.78229
H 2.86475 1.92344 -1.66687
H 0.54220 1.59195 -2.54425
S -3.47623 -1.32912 -1.97014
C -3.70228 0.04026 -2.97596
H -2.81855 0.21647 -3.55786
C -3.86537 1.55494 -1.97998
O -4.98789 1.76143 -1.90619
N -2.75449 1.91927 -1.32145
H -1.92891 1.38056 -1.70606
C -2.82623 2.94823 -0.38395
H -3.59717 3.24546 -0.24984
H -2.05944 3.62600 -0.42518
C -2.52074 2.01578 0.85669
C -2.28182 2.85216 2.06079
H -2.19520 4.07964 1.61718
H -2.93297 2.90435 2.69049
C -0.87306 2.35816 2.73427
H -1.06042 1.52942 3.44130
C -0.19146 1.96844 1.38843
H 0.17507 2.72900 0.97886
O -1.20066 1.34221 0.64758
H 0.51917 1.13485 1.69657
H -0.19586 3.30454 3.09499
H -3.16958 1.25710 1.08748
H -4.44666 -0.05937 -3.45386
H -1.56409 -4.16458 0.15793
H -2.86945 -3.76410 -1.27726
H -3.95589 -2.30921 0.64924
H -3.81840 -3.94284 0.97085
H -2.96138 -3.27670 3.28565
H -1.48389 -3.46606 2.09871
H -3.17516 -0.86470 2.55968
H -1.62644 -0.92738 1.56482
H -1.90253 -1.26764 3.46818
*
```

natural (NBO) population analysis, charges in e, atoms 1 to 5: -0.62, -0.36, -0.46, -0.27, -0.44

=====

[5]
Entry from the Open Molecules 2025 dataset: a molecular structure, C33H40N8OS3Tl (wB97M-V/def2-TZVPD).

The value obtained for the energy relative to the best compared isomer or geometry (same formula, charge and spin) is 0.461 eV. For the HOMO energy (alpha / beta), the calculation gives -14.28 / -14.30 eV. The calculation puts the frontier orbital gap (alpha / beta) at 4.00 / 2.26 eV. As for the LUMO energy (alpha / beta): -10.280 / -12.046 eV.

```
! wB97M-V def2-TZVPD RIJCOSX def2/J DEFGRID3
* xyz 3 1
Tl -0.39680 0.64855 -0.11953
C 0.81210 0.97955 -4.83633
C 0.18090 1.04675 -3.59223
N 0.87810 0.95035 -2.47363
C 2.20260 0.80215 -2.53283
C 2.80810 0.68405 -3.79693
N 2.10870 0.77375 -4.90353
C 2.97760 0.80385 -1.27483
C 4.37430 0.79145 -1.30193
C 5.08060 0.84695 -0.10383
C 4.35250 0.92725 1.07797
C 2.95720 0.90105 1.02447
N 2.30020 0.84115 -0.13043
C 2.17280 0.96815 2.27277
C 2.75880 0.75305 3.53427
N 2.08710 0.95525 4.64247
C 0.83240 1.34545 4.57217
C 0.20100 1.44545 3.33277
N 0.87170 1.26015 2.20917
C 6.55300 0.79145 -0.07903
C 7.32230 1.50445 -0.99643
C 8.70580 1.39435 -0.92203
N 9.27200 0.63115 -0.02543
C 8.58720 -0.05545 0.85177
C 7.19920 -0.00305 0.86707
H 0.27480 1.08555 -5.76913
H -0.88810 1.18135 -3.49783
H 3.86420 0.50995 -3.93223
H 4.91440 0.73225 -2.22953
H 4.87220 1.03735 2.01427
H 3.77330 0.40455 3.66537
H 0.32940 1.56735 5.50207
H -0.84930 1.68965 3.25367
H 6.87030 2.15155 -1.72973
H 9.35930 1.93025 -1.59743
H 9.14160 -0.65835 1.55717
H 6.64480 -0.58845 1.58207
C 0.15090 4.78195 1.21537
S 0.28560 3.77675 -0.28463
C -0.63520 4.83485 -1.42703
H 0.68100 5.71795 1.05897
H 0.61110 4.22765 2.02547
H -0.89050 4.98445 1.44377
H -1.62840 5.03685 -1.03933
H -0.70440 4.31365 -2.37493
H -0.09270 5.76805 -1.55523
C -1.97710 -3.25785 -0.52803
N -0.85830 -4.16505 -0.39683
C -1.00360 -5.42205 -1.11233
C 0.27220 -3.79755 0.19997
S 0.58980 -2.15605 0.61497
N 1.22600 -4.69145 0.51557
C 0.92740 -6.00065 1.06807
C 2.59980 -4.28575 0.71097
H -2.90010 -3.83065 -0.45593
H -1.96360 -2.74955 -1.49543
H -1.96120 -2.50545 0.25867
H -1.51490 -5.22875 -2.05743
H -1.60560 -6.13665 -0.54743
H -0.02850 -5.85245 -1.32963
H -0.14100 -6.16205 1.14807
H 1.35420 -6.07495 2.07077
H 1.37460 -6.78915 0.46247
H 2.84110 -3.42305 0.09127
H 3.23620 -5.12015 0.41727
H 2.81130 -4.03435 1.75347
C -9.81980 1.53815 -0.87973
C -8.39190 1.35515 -0.52383
C -7.82700 2.09935 0.51707
C -6.50550 1.93285 0.86537
C -5.73730 0.98835 0.19557
C -6.25250 0.26905 -0.87583
C -7.57860 0.44905 -1.21763
S -4.10460 0.74055 0.93687
C -4.55210 -0.76015 1.90107
O -3.16670 0.24825 -0.11513
H -10.24710 2.39035 -0.35813
H -10.38860 0.64605 -0.60243
H -9.95420 1.67085 -1.95303
H -8.43590 2.81155 1.04867
H -6.07010 2.50995 1.66667
H -5.63720 -0.43325 -1.41773
H -8.00850 -0.12095 -2.02673
H -5.08090 -1.46675 1.27097
H -5.17490 -0.45835 2.73717
H -3.62860 -1.19915 2.26487
*
```

Mulliken population analysis, charges in e, atoms 1 to 5: 0.92, -0.50, -0.42, 0.18, 0.11

=====

[6]
Entry from the Open Molecules 2025 dataset: 2 unconnected molecules or ions with the total composition C20H34BNO5S2 (wB97M-V/def2-TZVPD).

The value obtained for the energy relative to the best compared isomer or geometry (same formula, charge and spin) is 0.000 eV. For the HOMO energy, the calculation gives -8.29 eV. The calculation puts the frontier orbital gap at 7.80 eV. As for the LUMO energy: -0.491 eV. Its structure (SMILES) is CCN(CC)C(=S)SCCCB(COC(C)=O)COc1ccccc1.OCCO.

```
! wB97M-V def2-TZVPD RIJCOSX def2/J DEFGRID3
* xyz 0 1
C 5.63996 -0.86798 0.40515
C 4.52525 -0.86188 -0.68882
N 3.81177 0.43988 -0.61446
C 3.95143 1.26297 -1.83354
C 3.94759 2.74302 -1.43329
C 2.48755 0.30845 -0.18046
S 2.21068 0.05131 1.41151
S 1.05370 0.36591 -1.28378
C 0.49469 -1.36911 -1.48857
C -0.63109 -1.73991 -0.47777
C -1.90729 -2.26877 -1.24863
B -2.93019 -1.06463 -1.26180
C -2.53713 0.34820 -1.86312
O -1.70593 0.24764 -3.06025
C -2.05356 1.30531 -3.89350
C -3.23197 1.04056 -4.83855
O -1.48280 2.36864 -3.86129
C -4.37405 -1.26814 -0.61704
O -5.29427 -0.19601 -0.88396
C -5.37666 0.73361 0.10933
C -6.58235 1.41538 0.23629
C -6.75034 2.39275 1.17911
C -5.71969 2.76386 2.03871
C -4.53674 2.07302 1.92012
C -4.35633 1.08473 0.97270
H 5.27909 -0.22168 1.21187
H 6.50384 -0.33523 -0.01848
H 5.89022 -1.87349 0.75174
H 3.84631 -1.69847 -0.48003
H 4.95815 -1.03025 -1.68132
H 4.95495 1.05177 -2.23204
H 3.24368 1.01387 -2.63519
H 2.97084 3.08541 -1.06717
H 4.20478 3.36865 -2.30059
H 4.72428 2.93673 -0.68383
H 0.10113 -1.43185 -2.50602
H 1.34679 -2.04009 -1.34388
H -0.29890 -2.57412 0.15419
H -0.87290 -0.91578 0.20337
H -2.33047 -3.06420 -0.61566
H -1.66240 -2.63759 -2.25040
H -1.93837 0.87504 -1.09152
H -3.39655 1.00301 -2.06868
H -2.82072 0.96778 -5.85012
H -3.95348 1.86039 -4.79104
H -3.72873 0.11755 -4.51956
H -4.32043 -1.52321 0.45456
H -4.79294 -2.16038 -1.11754
H -7.41801 1.19345 -0.42409
H -7.70771 2.90208 1.27320
H -5.85883 3.56187 2.76130
H -3.72370 2.32663 2.59932
H -3.38026 0.60620 0.92335
C 4.13718 -2.45753 4.46944
C 3.72438 -1.43657 5.51010
O 4.22408 -0.14926 5.14032
O 5.55297 -2.48404 4.34914
H 3.79634 -3.45736 4.74102
H 3.72403 -2.19020 3.48782
H 4.16376 -1.68082 6.47674
H 2.63569 -1.38818 5.61198
H 3.72478 0.13932 4.36752
H 5.84492 -1.56831 4.44610
*
```

natural (NBO) population analysis, charges in e, atoms 1 to 5: -0.62, -0.20, -0.51, -0.23, -0.62

=====

[7]
Entry from the Open Molecules 2025 dataset: C5H7FN2 in the gas phase (wB97M-V/def2-TZVPD).

The value obtained for the energy relative to the best compared isomer or geometry (same formula, charge and spin) is 4.927 eV. For the HOMO energy, the calculation gives -9.88 eV. The calculation puts the frontier orbital gap at 10.25 eV. As for the LUMO energy: 0.376 eV. Its structure (SMILES) is C[C@]1([C@@H](F)C#N)CN1.

```
! wB97M-V def2-TZVPD RIJCOSX def2/J DEFGRID3
* xyz 0 1
C 1.17300 -0.41150 1.10206
C 0.06507 -0.25723 0.23798
C -1.34336 -0.69443 0.57104
C 0.18869 0.65531 -1.00590
C 0.44958 2.09195 -0.88394
H 1.32021 0.60700 1.51374
H 2.07774 -0.97521 0.83691
H 0.83527 -0.83089 2.20302
H -2.04717 -0.00914 0.07289
H -1.62050 -0.99900 1.53101
H -1.19663 -1.44649 -1.23646
H 0.92615 0.02690 -1.47208
N -0.54565 -1.52655 -0.42606
N 0.58482 3.36093 -1.17389
F -0.86722 0.40836 -1.87032
*
```

natural (NBO) population analysis, charges in e, atoms 1 to 5: -0.65, 0.06, -0.24, 0.07, 0.22

=====

[8]
Entry from the Open Molecules 2025 dataset: C5H6N2O2S in the gas phase (wB97M-V/def2-TZVPD).

The value obtained for the energy relative to the best compared isomer or geometry (same formula, charge and spin) is 4.415 eV. For the HOMO energy, the calculation gives -9.00 eV. The calculation puts the frontier orbital gap at 9.49 eV. As for the LUMO energy: 0.496 eV. Its structure (SMILES) is O=S1(=O)NCc2cccn21.

```
! wB97M-V def2-TZVPD RIJCOSX def2/J DEFGRID3
* xyz 0 1
C -1.35166 -1.63921 0.63553
C -1.76727 -0.27306 0.40094
C -0.19405 -1.86250 0.00665
C -0.96052 0.45751 -0.36651
C -0.18302 1.69162 -0.47475
N 0.24257 -0.79949 -0.75117
N 0.94023 1.35231 0.36754
O 2.29124 -0.80301 0.76326
O 2.45214 0.40441 -1.44876
S 1.71053 -0.00645 -0.28477
H -1.93688 -2.39597 1.06691
H -2.69874 0.01718 0.88964
H 0.53004 -2.68641 0.05672
H 0.13796 1.86502 -1.54525
H -0.79744 2.60410 -0.14523
H 1.58483 2.07394 0.82924
*
```

natural (NBO) population analysis, charges in e, atoms 1 to 5: -0.30, -0.24, 0.03, 0.19, -0.31

=====

Number 1: E -61281.939 eV. Number 2: E -7258.525 eV. Number 3: E -13470.350 eV. Number 4: E -49337.458 eV. Number 5: E -86010.561 eV. Number 6: E -55363.329 eV. Number 7: E -10991.381 eV. Number 8: E -23189.283 eV.